Record 1
200
Properties=species:S:1:pos:R:3 method="wB97M-V/def2-TZVPD" gap_ha=0.318 lumo_ha=0.020 charge=0
O -4.5951 0.3363 -6.1895
O -7.7138 -0.0454 -3.1019
O -0.0138 0.8858 1.9795
O 1.9803 4.5474 0.1686
O -3.6080 0.8394 -4.4015
O 0.5450 -1.1022 -2.7939
O 3.0134 -1.4324 3.5161
O 3.3325 3.9771 -6.2392
O 2.0638 -2.7054 -3.2857
O 5.7366 -6.7390 0.3985
O 5.0248 -0.5880 2.8500
O 3.5689 6.0677 -0.0395
O -1.5987 2.2702 4.8763
O 2.0714 5.5896 -1.6279
O 2.1789 2.4461 -5.1900
O -3.1904 2.1259 -6.2158
O 4.5259 -5.3950 -0.9300
O -1.0770 -2.6724 4.3475
O -7.2714 0.8868 -1.1252
O 0.1971 -3.2946 -2.3061
O -0.3746 2.4013 0.5988
O -1.6804 -4.8024 4.8274
O 3.9761 3.4374 -4.1467
O -2.5917 2.5903 2.8989
O -1.5376 0.5035 0.3456
O -9.2480 -0.0008 -1.4850
O 4.8509 -2.6893 3.0976
O 6.1604 -4.6076 0.3513
O -2.9402 -3.4353 3.4840
O -2.7859 0.6504 4.0496
N -2.4948 5.0610 1.7737
N 1.9002 -7.4013 3.7424
N 3.4858 1.7639 6.4213
N 5.0926 1.7696 -1.8220
N -5.6369 -2.1352 -1.8032
C 5.5117 -5.5086 -0.0759
C -0.0841 -2.6396 5.4835
C 3.5016 -3.3748 -0.4454
C -3.1210 -5.3046 1.9349
C -3.8201 -4.5256 2.9829
C -3.8055 1.2594 -5.6531
C 4.1768 -1.5390 3.1830
C -1.2037 2.9870 -0.4380
C 1.0587 2.5299 -3.0417
C -3.9107 0.0208 -8.5334
C -4.3710 -1.6861 -1.9541
C 0.9905 -6.3394 3.7117
C 3.6757 -4.2871 4.4992
C -8.1525 0.2484 -1.8561
C 4.3786 5.0169 -6.3240
C 0.0947 -0.5113 2.3673
C 2.8926 6.4420 -2.5400
C 2.5490 3.3392 5.2594
C -3.8019 -1.6431 -0.6929
C 2.0287 6.6575 -3.7473
C -8.7727 -0.6020 -4.0453
C 2.5576 1.1278 5.6668
C 5.9622 0.6899 -1.9072
C 4.0452 -3.9055 3.1100
C -2.7743 1.6091 -3.4794
C -5.4898 2.5036 -0.9218
C 2.5573 -7.4556 2.5360
C 0.9202 -2.2419 -2.7753
C 3.4944 3.0891 6.2065
C 4.0562 1.3904 -1.0532
C -4.8915 0.6345 -7.5758
C -3.5284 5.7778 1.1906
C -1.6224 -4.2008 -1.2130
C -1.3286 5.7002 1.5279
C 0.7812 -1.3005 1.2492
C 4.5770 0.7434 2.6880
C 2.0514 -6.4349 1.7429
C 5.5589 -0.3257 -1.0999
C -3.5928 0.1264 3.0355
C 1.9533 2.0950 4.9566
C -1.8736 -3.7691 4.2867
C 2.4718 4.2736 1.6122
C -2.3462 4.5766 5.3269
C 4.2783 0.1459 -0.5638
C -1.5310 6.8647 0.9091
C 5.0902 -7.8111 -0.4053
C -5.9048 1.2055 -1.5690
C -4.8027 -2.0896 0.1960
C -0.7469 1.1941 0.9239
C 4.3724 -4.0673 -1.4562
C 1.8955 1.7097 -3.9619
C -2.3021 1.8816 3.8424
C 1.1210 -5.7260 2.5209
C -2.9775 6.9338 0.7339
C -1.2063 3.6733 4.8513
C 2.6710 5.4494 -0.4569
C -5.9487 -2.3744 -0.5002
C -1.2033 -2.9825 -1.9280
C 2.9454 -1.6195 -3.5966
C 3.2045 3.3296 -5.1091
H 4.2966 3.6136 6.6467
H -1.6716 -2.7295 -2.8531
H -4.5562 5.4729 1.1102
H 4.4339 -4.7160 5.1179
H 5.3136 -3.5457 -1.6051
H -3.7301 -6.2112 1.7756
H 3.6786 -0.3660 0.1766
H 5.5079 -7.8387 -1.4107
H 5.2952 4.7454 -5.7297
H 6.0499 -1.2196 -0.7625
H -9.7329 -0.3363 -3.6725
H 2.0337 -8.0996 4.4791
H 2.6121 -3.9139 -0.1404
H 1.8165 3.4537 1.9055
H 3.5067 4.0105 1.6085
H 3.3013 2.0723 -0.7624
H 2.2645 4.2873 4.8362
H -3.9871 -1.0484 -8.6950
H 4.6553 5.0074 -7.3815
H -2.1662 5.6491 5.1651
H 4.3569 1.2114 3.6260
H -0.3387 3.7131 5.5216
H 4.0569 5.9259 -5.8785
H -5.9498 0.3712 -7.6749
H 1.0977 2.0566 4.3049
H -4.1087 -5.0860 3.8651
H 2.3393 -6.3018 0.7092
H -1.8428 1.9187 -3.9810
H -2.9586 -0.2949 2.2693
H -4.2562 0.8402 2.5441
H -1.1295 -4.2419 -0.2317
H -8.6913 -1.6980 -4.1187
H -2.1211 -5.6207 2.3147
H -3.9618 -1.4243 -2.9264
H 3.2904 -8.2216 2.2922
H -3.2372 4.2897 4.7865
H 1.4363 0.8165 -4.3244
H -4.8496 1.7065 -7.6062
H 3.7297 0.7603 2.0052
H -2.6434 0.9532 -2.6000
H 2.6682 7.1771 -4.4809
H 4.0328 1.3096 7.1481
H -2.8602 -1.2567 -0.3639
H 3.9481 -2.0326 -3.5965
H -0.4333 5.2567 1.8606
H 1.7174 3.3124 -2.6496
H 3.2076 -3.5788 2.4725
H -2.5926 4.1914 2.2503
H 1.8302 -1.0988 1.0979
H 2.2409 5.1594 2.1837
H 0.6602 -2.3951 1.4535
H 0.5720 -4.8338 2.2393
H -4.6909 -2.1453 1.2596
H 2.8138 1.4694 -3.4560
H -5.8643 3.3669 -1.4535
H -4.6022 -3.8477 2.6494
H -2.6978 -4.1093 -1.0327
H -0.8239 4.0022 -0.5871
H 5.0823 2.5279 -2.4736
H 2.8895 -0.7717 -2.8815
H 3.2586 -2.3905 -0.8382
H 0.1936 2.9560 -3.4783
H 0.4268 -6.0381 4.5914
H -3.4767 7.7158 0.2404
H -5.9764 1.1479 -2.6323
H 3.8316 -4.3034 -2.3688
H -5.8319 2.4659 0.1118
H 5.4343 1.2707 2.2258
H 4.1838 -3.2167 0.3940
H 2.8278 -4.9848 4.4192
H -3.3354 2.5222 -3.1934
H 0.5790 -1.8225 5.2667
H 0.7734 1.9024 -2.1968
H 3.9967 -7.6289 -0.3725
H -2.2547 3.0264 -0.1362
H 3.1358 7.3829 -2.0449
H 2.8033 -1.2531 -4.6224
H -3.0307 -4.7262 1.0262
H -0.9075 -0.8779 2.5929
H -2.9484 0.3827 -8.2299
H 5.1873 -8.6872 0.2158
H 0.2375 -1.0751 0.3201
H -4.2640 -0.6931 3.3663
H 2.5344 0.0709 5.7242
H -4.4247 2.6160 -0.8250
H -0.6937 -2.4537 6.4247
H 0.5430 -3.4940 5.3918
H -0.7998 7.5729 0.5576
H 1.8774 5.7028 -4.2193
H 3.7921 5.9033 -2.7600
H -8.6162 -0.1929 -5.0544
H -1.0974 2.4868 -1.3949
H -1.1533 -2.0781 -1.3268
H 0.6856 -0.4212 3.2656
H -2.4323 4.4396 6.4146
H -6.9425 -2.6541 -0.2117
H 1.1386 7.2502 -3.6173
H -0.7956 3.9566 3.8737
H 4.7110 -4.5908 2.5877
H -4.1071 0.5010 -9.5262
H 3.3549 -3.4136 5.0231
H 6.8352 0.8406 -2.5005
H -5.2987 0.3873 -1.1750
H -1.4869 -5.1108 -1.7792
H -6.3621 -2.1225 -2.5142

Record 2
14
Properties=species:S:1:pos:R:3 method="wB97M-V/def2-TZVPD" e_above_lowest_ev=0.5665 gap_ha=0.351 lumo_ha=0.031 smiles="CSCCC=O" charge=0
S 1.4293 -0.0622 -0.9070
O -2.0925 -1.2843 -0.5372
C 0.3481 1.1784 -0.1718
C 1.5303 -1.3101 0.3336
C -1.6766 -0.1650 -0.6623
C -0.9777 0.6772 0.3650
H -1.6404 1.5309 0.5699
H 0.9444 1.6697 0.6255
H 2.2949 -1.9884 -0.0242
H 0.1553 1.9578 -0.9327
H 0.5913 -1.8822 0.3888
H -0.9267 0.1339 1.3008
H -1.7477 0.3917 -1.6273
H 1.7679 -0.8473 1.2789

Record 3
35
Properties=species:S:1:pos:R:3 method="wB97M-V/def2-TZVPD" gap_ha=0.371 lumo_ha=0.013 charge=0
S -0.9532 0.4645 -1.6219
O 0.1780 3.3360 0.1861
O 0.4320 -0.3861 -1.9693
O -1.8146 -0.5834 -0.6319
O -0.4223 4.5556 1.9678
O 2.6960 -3.3594 -0.6186
O 0.5414 -3.2327 -0.0129
O -1.7037 0.5028 -2.8866
O -2.6231 -0.9683 1.5759
N -2.1899 1.4003 0.9237
C -0.3826 -4.0610 0.7153
C 1.6518 -5.2449 0.4841
C 0.1412 4.4739 0.9158
C 1.7357 -3.8680 -0.1275
C 0.9342 5.5620 0.2336
C 1.0575 5.0292 -1.1852
C 1.0178 3.5279 -0.9653
C 0.1482 -5.4749 0.5650
B -2.1895 -0.0373 0.6167
H 0.4051 6.5102 0.2740
H -1.9248 1.5325 1.8923
H -2.7645 -1.7869 1.1107
H 2.1479 -5.9777 -0.1459
H -0.3981 -3.7299 1.7567
H -3.1534 1.7156 0.8912
H 0.1896 5.3401 -1.7702
H 2.0052 3.1120 -0.7479
H -0.2077 -5.9059 -0.3728
H 1.9518 5.3634 -1.7092
H -1.3795 -3.9454 0.2934
H 1.9048 5.6493 0.7251
H 0.4795 -1.1881 -1.4288
H 0.5928 2.9997 -1.8163
H -0.1572 -6.1358 1.3746
H 2.1162 -5.2185 1.4713

Record 4
33
Properties=species:S:1:pos:R:3 method="wB97M-V/def2-TZVPD" e_above_lowest_ev=0.0000 gap_ha=0.236 lumo_ha=-0.628 charge=+4
Zr 0.1180 0.7569 -0.2956
Br -1.8553 0.3193 -2.0325
N 2.2830 0.4313 -0.4118
N -0.2958 1.8980 1.5192
N -0.6978 -1.1685 -0.0147
C -0.9126 -4.5807 1.6248
C 2.2031 1.4879 -1.4882
C 1.8155 2.8988 -0.9697
C -0.4585 -2.2414 0.8180
C -2.1544 -3.4955 -0.2904
C -0.1174 3.2959 0.9127
C 0.3329 3.2526 -0.5739
C -2.4215 -2.4228 -1.1611
C -1.1695 -3.4239 0.7144
C -1.6646 -1.3166 -0.9561
H -1.2337 1.8173 1.9353
H 0.1724 4.2810 -0.9196
H -0.4287 2.7698 -1.2574
H -0.6215 -5.4568 1.0395
H -2.7351 -4.4080 -0.4036
H 3.1517 1.5507 -2.0323
H 0.3133 -2.1127 1.5683
H -1.8284 -4.8445 2.1596
H 0.3347 1.7688 2.3221
H 1.5059 1.1169 -2.2839
H 2.4989 3.2018 -0.1710
H 2.6676 -0.4492 -0.7776
H -0.1315 -4.3711 2.3522
H -3.1815 -2.4875 -1.9320
H 2.0458 3.5500 -1.8169
H 2.9202 0.7246 0.3392
H 0.6177 3.8434 1.5024
H -1.0729 3.8142 0.9806

Record 5
112
Properties=species:S:1:pos:R:3 method="wB97M-V/def2-TZVPD" e_above_lowest_ev=1.0810 gap_ha=0.173 lumo_ha=0.003 charge=0
Y -0.4586 0.1664 0.1030
Ge -3.7066 0.3277 1.6601
S 2.9454 1.0245 -3.7941
S 1.6676 4.8481 1.0499
P 0.5579 -1.8376 3.2448
P 2.4849 0.2040 2.1955
O 0.0289 -1.9223 1.8800
O 3.7475 -0.7161 2.4328
O 1.8849 0.0671 0.8512
O 1.6823 -2.9158 3.5329
O -2.8237 -2.8430 -2.1657
O 2.9549 1.6913 2.4342
O -2.6581 -0.4802 -3.7630
O -0.4224 -2.0423 4.4512
N 1.1744 0.9653 -1.9708
N 0.3459 -2.1945 -0.7726
N 0.7814 2.5577 0.3913
N -1.8337 1.8291 -1.2375
N -1.7795 -0.8327 -1.6488
C -2.7026 -2.7456 4.7038
C -0.2292 3.4076 2.5017
C -3.3052 3.5325 -2.8611
C 1.3605 -0.2310 3.5210
C 3.5846 -3.3555 4.9124
C 0.5449 -4.9585 -0.9385
C -1.8454 0.7523 1.7699
C -2.3236 -0.0936 -2.6544
C 1.6208 -4.1942 -0.5043
C 2.0733 -3.2891 4.8849
C -0.6723 -2.9306 -1.2156
C 1.5318 0.3592 -3.0690
C -2.7322 3.9929 -1.6842
C 3.7784 2.1320 3.5496
C 2.8961 2.8223 4.5704
C -0.6233 -4.3156 -1.2973
C 0.6621 3.4715 1.3163
C 2.3100 4.1213 -0.3534
C 4.8241 3.0638 2.9770
C -1.9032 -0.4959 5.5372
C 5.8639 -0.4119 1.3114
C 4.7718 -2.6824 1.5311
C -1.8942 -2.1987 -1.7336
C -1.8163 -1.5498 4.4574
C 0.8535 -0.7987 -3.7240
C -4.7491 0.8332 3.2765
C -4.1660 -1.5988 1.4081
C 1.4137 -4.6070 5.2301
C 1.7234 2.9139 -0.5534
C 1.4657 -2.8242 -0.4212
C -2.4195 1.3842 -2.3479
C -3.1517 2.2008 -3.1963
C 4.5725 -1.1978 1.3230
C -2.0122 3.1072 -0.9040
C -4.7250 1.1383 0.1647
C 2.0101 2.0268 -1.6882
C 3.0354 2.1976 -2.5621
H 4.0198 -2.3987 4.6246
H 2.1229 2.1557 4.9529
H -2.5669 -3.4917 3.9205
H 1.7241 -2.5153 5.5745
H -5.7956 1.0068 0.3456
H 1.7352 -5.3777 4.5274
H 4.3354 3.9178 2.5057
H 2.5591 -4.6533 -0.2232
H 1.6979 -4.9123 6.2387
H -2.9266 -0.1311 5.6184
H 5.2937 -3.1037 0.6696
H 4.0206 -1.0143 0.3994
H 3.8123 -3.1843 1.6490
H 5.4363 2.5583 2.2313
H -1.2675 0.3586 5.2982
H 3.0329 4.6226 -0.9760
H 6.5150 -0.7879 0.5209
H -1.6359 0.8177 2.8532
H -3.9430 -1.8863 0.3764
H -3.5824 -2.2483 2.0652
H -2.4828 -3.1991 5.6736
H -1.0998 2.7659 2.2519
H 0.2830 2.9126 3.3314
H 1.3126 -1.0066 -4.6895
H -2.8515 5.0183 -1.3614
H 6.3823 -0.5165 2.2663
H 5.4751 3.4256 3.7743
H -0.2048 -0.5941 -3.8812
H -3.8790 4.1978 -3.4936
H 5.6747 0.6448 1.1234
H 3.9382 -4.1209 4.2189
H -3.5916 1.7593 -4.0789
H 0.5544 0.5137 3.4915
H -5.8206 0.7768 3.0653
H 4.2612 1.2537 3.9876
H 2.2587 -2.1917 -0.0485
H 3.4995 3.1643 5.4122
H 3.8107 2.9457 -2.5417
H 0.3299 -4.5169 5.1827
H 0.9347 -1.6861 -3.0999
H -4.5400 0.1511 4.1054
H -1.5981 -0.9124 6.5003
H 2.4131 3.6875 4.1140
H -0.5186 4.4065 2.8320
H -5.2287 -1.7904 1.5865
H -4.5257 2.2063 0.0542
H -4.5092 1.8486 3.6004
H -3.7462 -2.4281 4.6903
H 3.9246 -3.6135 5.9164
H 1.8586 -0.2018 4.4928
H 5.3718 -2.8669 2.4233
H -1.4988 -4.8380 -1.6557
H -2.0123 -1.1094 3.4760
H -1.5864 3.4126 0.0405
H 0.6242 -6.0364 -1.0003
H -4.4913 0.6345 -0.7755

Record 6
19
Properties=species:S:1:pos:R:3 method="wB97M-V/def2-TZVPD" multiplicity=3 e_above_lowest_ev=4.0393 gap_ha="0.173 / 0.350" lumo_ha="-0.128 / -0.184" charge=+1
N 0.2731 2.6568 -1.7682
N -0.5610 -1.6664 -1.0581
N 0.3307 -0.7268 -0.5528
C -0.4562 -1.9363 1.5745
C -0.0505 1.7047 0.4751
C 0.6984 2.2288 -0.5490
C 0.2403 -1.9181 0.1739
H 1.6716 2.4231 -0.3725
H -0.2451 -2.1515 -2.0179
H -1.1675 -1.1186 1.7831
H -1.1556 1.9309 0.3776
H 0.9904 2.9043 -2.4291
H -1.0667 -2.7693 1.6214
H -0.0571 0.1800 -0.1868
H 1.1590 -2.4551 0.0533
H 0.3474 -1.8611 2.2393
H -1.6507 -1.6069 -0.8697
H -0.7951 2.6993 -1.8437
H 0.2893 1.1674 1.3016

Record 7
12
Properties=species:S:1:pos:R:3 method="wB97M-V/def2-TZVPD" e_above_lowest_ev=1.7422 gap_ha=0.361 lumo_ha=-0.158 smiles="CS/[NH+]=C/N" charge=+1
S -0.5326 1.5157 -0.3379
N 0.6600 0.2361 0.5291
N 2.1309 -1.4953 0.0431
C -2.2984 1.0658 -0.0791
C 1.1017 -0.7187 -0.3127
H -2.6175 0.0971 -0.4512
H 0.7022 -0.7733 -1.3075
H -2.6597 1.7970 -0.7656
H 0.9837 0.2100 1.4122
H 2.7695 -2.0101 -0.5664
H -2.8750 1.3356 0.9114
H 2.6354 -1.2599 0.9244

Record 8
17
Properties=species:S:1:pos:R:3 method="wB97M-V/def2-TZVPD" e_above_lowest_ev=3.6327 gap_ha="0.291 / 0.302" lumo_ha="0.027 / 0.026" charge=0
O 0.4964 -1.1870 1.1696
C -1.4331 0.1866 0.6020
C 1.6056 0.7461 0.0012
C -1.1199 0.2144 -0.8948
C 1.0768 -0.7360 -0.0173
C 0.1257 -0.5586 -1.1203
C -0.8502 -1.0506 1.1842
H -1.1230 1.2452 -1.3018
H -1.2362 -1.3738 2.1573
H -1.9028 -0.3383 -1.4132
H 0.8529 1.5315 -0.1923
H 2.0241 0.9200 0.9817
H 0.6614 -0.3749 -2.0566
H 1.9240 -1.4071 -0.2125
H -0.9704 1.0745 1.0818
H -2.5055 0.2547 0.8039
H 2.3741 0.8532 -0.7731

Record 9
8
Properties=species:S:1:pos:R:3 method="wB97M-V/def2-TZVPD" e_above_lowest_ev=3.6360 gap_ha="0.282 / 0.282" lumo_ha="-0.048 / -0.048" charge=0
S 2.3017 0.3756 -0.1594
N -0.2579 1.5900 0.2854
C 0.7933 0.0537 0.1906
C -0.1274 -0.9253 0.0968
C -0.7197 -2.0003 0.0382
H 0.4795 2.2549 -0.0605
H -0.9548 1.2216 -0.2996
H -1.5147 -2.5703 -0.0914